[1]
99
Properties=species:S:1:pos:R:3:forces:R:3:lowdin_charge:R:1 method="wB97M-V/def2-TZVPD" e_tot_ev=-69865.0804 lumo_energy_ev=-2.502 total_charge=+1
C -3.3997 -1.0620 2.8344 0.12 -0.07 -0.01 -0.09
O -3.6439 -1.1429 1.4380 0.07 0.11 -0.03 -0.19
C -2.6044 -1.7920 0.7454 -0.37 -0.04 0.12 -0.26
C -3.0699 -2.0885 -0.6694 0.21 0.19 -0.08 -0.16
C -1.8975 -2.3074 -1.6259 -0.18 -0.06 -0.01 -0.21
C -1.0051 -3.4855 -1.2353 0.10 0.11 0.15 -0.20
C 0.2066 -3.7057 -2.1520 -0.19 -0.09 0.02 -0.18
C 1.4938 -3.0128 -1.6862 0.05 -0.07 0.00 -0.17
C 1.2484 -1.5503 -1.3536 -0.02 -0.27 -0.12 -0.14
N 2.4920 -0.8334 -0.8945 0.12 -0.02 -0.11 -0.10
C 3.6165 -0.8982 -1.9135 0.22 0.07 -0.09 -0.13
C 4.7514 -1.8008 -1.4598 -0.02 -0.15 -0.05 -0.17
C 6.0309 -1.5662 -2.2666 0.07 -0.13 0.14 -0.18
C 6.6268 -0.1557 -2.1218 -0.01 0.22 -0.22 -0.18
C 6.4819 0.7676 -3.3546 -0.23 0.04 0.03 -0.14
C 5.6044 1.9927 -3.1027 0.00 -0.15 -0.06 -0.22
O 6.0274 3.0252 -3.9864 0.01 -0.18 0.13 0.01
C 5.4387 4.2458 -3.9360 -0.12 0.06 0.00 -0.53
C 4.1341 4.3857 -3.1919 0.00 0.02 0.10 0.01
O 5.9466 5.1509 -4.5199 0.15 0.21 -0.18 0.14
C 2.2306 0.5863 -0.4730 0.06 0.05 0.36 -0.62
Cl 3.7009 1.1533 0.3541 0.02 0.06 -0.07 0.77
C 1.0112 0.7599 0.4213 -0.14 0.20 -0.15 -0.74
C 0.7917 2.2105 0.8328 0.04 -0.34 -0.14 -0.11
Cl 1.1463 -0.3085 1.8407 0.02 -0.13 0.03 0.71
H -3.6830 -1.9934 3.3274 -0.03 0.00 0.06 0.07
H -3.9890 -0.2407 3.2367 -0.09 -0.05 -0.04 0.09
H -2.3419 -0.8596 3.0435 0.00 0.07 -0.07 0.08
H -2.3314 -2.7135 1.2751 0.12 0.01 -0.02 0.13
H -1.7198 -1.1300 0.7219 0.10 -0.06 0.02 0.10
H -3.6375 -1.2190 -1.0079 -0.09 -0.06 0.00 0.12
H -3.7408 -2.9487 -0.6755 -0.03 0.00 0.03 0.12
H -2.2789 -2.4805 -2.6363 0.01 0.01 0.01 0.12
H -1.3371 -1.3668 -1.6750 0.07 -0.04 -0.03 0.09
H -0.6495 -3.3619 -0.2045 -0.03 -0.04 0.00 0.11
H -1.6289 -4.3810 -1.2150 0.04 -0.03 -0.07 0.12
H -0.0417 -3.3951 -3.1714 0.03 0.06 0.02 0.12
H 0.4225 -4.7732 -2.2072 0.06 0.02 -0.05 0.12
H 2.2545 -3.1288 -2.4599 0.01 0.02 0.00 0.11
H 1.8615 -3.5297 -0.7932 0.02 0.08 0.04 0.13
H 0.5429 -1.5117 -0.5308 -0.05 0.13 -0.02 0.08
H 0.8559 -1.0095 -2.2158 0.04 0.11 0.04 0.15
H 2.8290 -1.3221 -0.0573 -0.14 0.04 0.09 0.14
H 3.9808 0.1161 -2.0606 -0.05 -0.02 0.08 0.08
H 3.1890 -1.2384 -2.8539 -0.07 0.02 0.00 0.14
H 4.9653 -1.6325 -0.3986 -0.01 0.10 -0.01 0.11
H 4.4524 -2.8479 -1.5567 -0.03 0.02 0.06 0.12
H 6.7572 -2.3013 -1.9180 -0.03 -0.02 -0.02 0.12
H 5.8511 -1.8109 -3.3164 0.00 0.07 -0.03 0.12
H 6.1805 0.3477 -1.2579 0.02 -0.09 0.08 0.08
H 7.6863 -0.2414 -1.8870 -0.01 -0.05 0.02 0.12
H 6.0578 0.2089 -4.1917 0.10 0.01 -0.06 0.12
H 7.4508 1.1334 -3.6903 0.04 -0.01 0.08 0.12
H 5.6934 2.3267 -2.0636 0.08 0.01 -0.04 0.12
H 4.5519 1.7519 -3.2979 -0.02 0.08 0.06 0.11
H 4.1777 3.9778 -2.1823 -0.01 -0.03 -0.01 0.07
H 3.3454 3.8761 -3.7485 -0.02 -0.04 0.03 0.09
H 3.9017 5.4447 -3.1388 -0.02 -0.02 -0.03 0.09
H 2.1152 1.1986 -1.3657 -0.05 -0.14 -0.11 0.14
H 0.1330 0.4329 -0.1359 0.02 -0.03 -0.01 0.10
H -0.2318 2.3053 1.1838 0.05 0.07 0.12 0.07
H 0.9009 2.8578 -0.0399 0.00 0.05 0.04 0.09
H 1.4981 2.5006 1.6063 -0.03 0.09 0.00 0.07
C -7.9374 -2.4812 3.6460 0.01 -0.01 0.07 -0.09
C -6.6051 -2.9018 3.0623 0.00 -0.02 0.04 -0.31
O -5.6365 -3.2121 4.0663 0.00 -0.04 -0.02 -0.10
H -7.8090 -1.6195 4.3034 0.00 0.01 -0.02 0.08
H -8.6321 -2.2155 2.8495 -0.01 0.00 0.00 0.06
H -8.3787 -3.2882 4.2360 0.00 -0.01 -0.02 0.07
H -6.1701 -2.0908 2.4783 0.01 -0.01 -0.03 0.10
H -6.7349 -3.7588 2.3930 0.00 0.02 -0.03 0.11
H -5.9760 -3.9421 4.5943 0.01 0.04 0.00 0.08
C 4.4498 0.5700 4.3737 -0.04 -0.04 -0.04 -0.09
C 5.4625 -0.5068 4.0373 -0.03 0.05 -0.01 -0.31
O 5.0347 -1.3241 2.9465 -0.05 -0.07 -0.13 -0.10
H 3.4840 0.1234 4.6126 0.01 0.00 0.02 0.07
H 4.7803 1.1628 5.2269 0.01 0.00 0.00 0.08
H 4.3084 1.2481 3.5269 0.02 0.02 0.02 0.05
H 5.5928 -1.1872 4.8767 0.01 -0.02 -0.01 0.12
H 6.4379 -0.0640 3.8133 0.01 -0.01 0.02 0.11
H 4.9160 -0.7553 2.1798 0.02 0.09 0.07 0.02
C -2.8035 5.6881 0.9328 -0.05 -0.05 -0.04 -0.08
C -1.7965 4.5849 0.6821 -0.04 0.06 -0.09 -0.34
O -2.2776 3.6016 -0.2332 0.14 -0.05 -0.01 -0.09
H -3.7359 5.2708 1.3127 0.01 0.00 0.02 0.08
H -2.4203 6.4061 1.6581 0.01 0.01 0.00 0.08
H -3.0264 6.2266 0.0091 0.03 0.03 0.01 0.08
H -1.5858 4.0463 1.6059 -0.02 0.02 0.03 0.10
H -0.8512 5.0019 0.3142 0.01 0.04 0.06 0.11
H -2.4995 4.0459 -1.0584 -0.06 -0.02 0.04 0.08
C -7.7996 1.0549 -0.0306 0.02 -0.04 0.04 -0.09
C -9.1459 0.3675 0.1011 0.03 0.03 0.05 -0.32
O -9.2650 -0.3498 1.3256 0.03 0.03 -0.02 -0.09
H -6.9907 0.3270 0.0457 0.00 0.00 -0.01 0.07
H -7.7183 1.5706 -0.9887 -0.01 0.01 0.00 0.07
H -7.6631 1.7933 0.7633 -0.01 0.02 -0.02 0.07
H -9.2746 -0.3741 -0.6862 -0.02 -0.01 0.00 0.11
H -9.9592 1.0946 0.0092 0.00 0.00 -0.03 0.11
H -9.1763 0.2782 2.0503 -0.02 -0.03 -0.01 0.08



[2]
105
Properties=species:S:1:pos:R:3:forces:R:3:lowdin_spin:R:1 method="wB97M-V/def2-TZVPD" e_tot_ev=-206474.1944 spin_multiplicity=6 lumo_energy_ev="4.048 / 4.041" total_charge=-2
Cr -2.1243 -1.8916 -0.2339 0.13 -0.24 -0.38 3.32
N -1.4429 -3.1248 3.7257 0.01 -0.01 0.04 0.00
C -1.6578 -3.0053 2.3888 0.03 0.11 0.06 0.01
O -2.3478 -2.0742 1.9686 -0.06 -0.03 -0.34 0.03
C -1.0247 -4.0122 1.4749 0.03 -0.11 -0.11 0.00
C -1.6263 -3.9144 0.0772 -0.01 0.05 -0.01 0.00
H -1.6299 -2.3039 4.2802 0.01 0.01 -0.01 0.00
H -0.6960 -3.7271 4.0258 0.00 0.02 0.00 0.00
H -1.0549 -4.9972 1.9698 -0.02 0.01 -0.02 0.00
H 0.0328 -3.7182 1.4253 -0.02 0.00 0.06 0.01
H -2.5580 -4.4867 -0.0011 0.03 -0.02 0.02 0.01
H -0.9301 -4.2830 -0.6784 -0.02 -0.02 0.02 0.01
C 5.5831 0.1311 2.8755 0.02 -0.02 0.01 0.02
Si 3.7349 -0.1255 2.5334 0.08 0.02 0.08 0.05
C 3.2601 -1.7759 3.3210 -0.05 0.01 0.03 0.00
C 2.8462 1.2414 3.4767 -0.02 -0.06 0.05 0.00
Si 3.1442 -0.1267 0.2937 -0.17 0.02 -0.02 0.32
Te 0.3802 -0.9437 0.1015 0.29 0.06 0.05 0.58
Si 4.2520 1.6661 -0.7009 0.17 -0.02 -0.05 0.07
C 3.5768 2.0390 -2.4197 -0.08 0.02 0.02 0.00
C 6.1147 1.3781 -0.9378 0.03 0.03 -0.03 0.03
C 4.1319 3.2354 0.3483 -0.12 0.00 -0.01 0.00
Si 4.0275 -2.0617 -0.6543 0.05 -0.02 0.00 0.05
C 3.1326 -3.6229 -0.0964 0.01 -0.02 -0.04 0.02
C 3.8886 -1.9430 -2.5290 -0.03 -0.02 0.01 0.00
C 5.8534 -2.3735 -0.2389 -0.01 -0.02 0.00 0.02
H 5.8079 0.0810 3.9466 -0.03 -0.01 0.01 0.00
H 5.9041 1.1106 2.5119 0.03 -0.01 -0.02 0.00
H 6.1765 -0.6317 2.3666 0.04 0.02 -0.02 0.00
H 3.2294 -1.7004 4.4127 0.01 0.01 0.00 0.00
H 3.9766 -2.5575 3.0555 -0.02 -0.02 -0.03 0.00
H 2.2717 -2.0780 2.9634 0.00 -0.02 0.01 0.00
H 3.0264 1.1655 4.5539 0.03 -0.03 0.01 0.00
H 1.7711 1.1801 3.3003 0.06 -0.02 0.07 0.00
H 3.1855 2.2254 3.1429 -0.04 0.00 -0.01 0.00
H 3.9561 1.3146 -3.1438 -0.03 -0.04 -0.01 0.00
H 3.8754 3.0378 -2.7528 0.02 0.00 0.00 0.00
H 2.4869 1.9816 -2.4337 0.02 0.03 -0.03 0.00
H 6.2891 0.6154 -1.7008 0.02 -0.04 0.04 0.00
H 6.5774 1.0448 -0.0063 0.03 -0.02 -0.01 0.00
H 6.6228 2.2936 -1.2619 -0.03 0.02 -0.01 0.01
H 3.1306 3.3533 0.7682 0.01 0.04 0.02 0.00
H 4.3543 4.1211 -0.2548 0.02 -0.01 -0.01 0.00
H 4.8510 3.2014 1.1709 -0.04 -0.02 0.05 0.00
H 2.0535 -3.5164 -0.2220 -0.01 -0.02 0.00 0.02
H 3.3393 -3.8367 0.9552 -0.04 0.02 0.02 0.00
H 3.4683 -4.4801 -0.6895 0.01 0.00 0.00 0.00
H 2.8562 -1.7149 -2.8038 0.00 0.02 -0.04 0.00
H 4.1707 -2.8847 -3.0092 0.01 -0.01 0.01 0.00
H 4.5334 -1.1541 -2.9244 -0.02 0.03 -0.01 0.00
H 5.9536 -2.6446 0.8157 0.03 0.03 0.01 0.00
H 6.4693 -1.4925 -0.4241 0.03 0.01 0.01 0.00
H 6.2502 -3.2026 -0.8348 -0.01 -0.01 -0.01 0.00
Cl -0.8106 -1.0423 -4.0280 0.03 -0.02 -0.02 0.00
C -2.4215 -1.6497 -4.3246 -0.10 -0.03 0.07 0.02
C -2.8989 -1.6557 -5.6113 0.00 -0.01 0.01 0.00
C -4.1737 -2.1463 -5.9019 0.02 0.02 -0.04 0.04
C -4.9279 -2.6540 -4.8463 -0.02 -0.02 0.04 0.00
C -4.4486 -2.6447 -3.5576 -0.03 -0.01 -0.02 0.02
Cl -5.4326 -3.3971 -2.3136 0.00 0.01 0.00 0.01
C -3.1705 -2.0941 -3.1585 0.40 0.00 -0.16 0.01
N -2.7383 -2.0229 -1.9441 -0.51 0.06 0.64 -0.12
H -2.2633 -1.2710 -6.4005 0.01 0.00 0.00 0.00
H -4.5570 -2.1461 -6.9136 0.00 0.00 0.00 0.00
H -5.9076 -3.0806 -5.0298 0.00 0.00 0.02 0.00
C -5.5002 -0.5652 -0.1576 -0.03 0.04 0.01 0.01
Si -4.5144 0.7260 0.7783 -0.16 0.00 0.01 0.08
C -4.7213 0.3200 2.6154 0.02 -0.02 -0.02 0.01
C -5.4093 2.3737 0.4907 -0.04 0.02 0.00 0.03
Ge -2.2164 0.8050 0.1230 0.07 0.05 0.17 0.22
Si -1.2978 1.9815 1.9754 0.08 0.00 -0.01 0.00
C 0.4060 2.7115 1.6108 -0.08 0.10 -0.01 0.01
C -2.3400 3.4638 2.5486 -0.01 0.01 0.02 0.00
C -1.1123 0.8385 3.4695 -0.02 -0.05 0.00 0.00
Si -2.0803 2.2503 -1.7386 0.07 0.06 -0.05 0.02
C -0.3037 2.2940 -2.3486 -0.01 -0.01 -0.01 0.00
C -3.2305 1.6935 -3.1122 -0.06 0.01 0.01 0.00
C -2.5211 4.0469 -1.3117 0.02 0.01 -0.01 0.01
H -6.5544 -0.5346 0.1419 0.00 0.01 0.00 0.00
H -5.1178 -1.5709 0.0243 -0.01 -0.01 -0.02 0.01
H -5.4416 -0.4092 -1.2368 0.02 -0.02 -0.01 0.00
H -5.7852 0.2563 2.8674 -0.01 0.00 -0.02 0.00
H -4.2614 1.0663 3.2661 -0.01 0.01 -0.01 0.00
H -4.2570 -0.6463 2.8221 0.01 0.00 0.03 0.00
H -6.4518 2.3008 0.8213 0.00 -0.01 0.01 0.01
H -5.4125 2.6215 -0.5737 0.00 0.02 0.00 0.00
H -4.9351 3.1962 1.0300 0.01 0.01 0.00 0.00
H 0.3203 3.5724 0.9409 -0.01 -0.01 -0.04 0.00
H 1.0496 1.9659 1.1370 0.01 0.04 0.00 0.01
H 0.8888 3.0462 2.5359 -0.07 0.05 -0.09 0.00
H -2.6132 4.0949 1.6997 0.01 0.02 0.01 0.00
H -1.7666 4.0742 3.2549 -0.01 0.00 0.01 0.00
H -3.2628 3.1535 3.0442 -0.01 -0.01 -0.02 0.00
H -0.4504 0.0129 3.1959 0.02 -0.01 0.01 0.00
H -2.0790 0.4129 3.7494 0.01 0.01 0.01 0.00
H -0.6918 1.3657 4.3322 0.01 0.01 0.00 0.00
H 0.0189 1.2910 -2.6334 0.01 0.02 0.03 0.00
H 0.3528 2.6447 -1.5470 0.02 -0.01 0.00 0.00
H -0.1892 2.9597 -3.2103 0.00 0.01 0.00 0.00
H -3.1644 0.6141 -3.2488 0.00 -0.04 -0.02 0.00
H -2.9785 2.1726 -4.0631 0.00 0.02 0.00 0.00
H -4.2705 1.9350 -2.8724 0.00 0.00 0.01 0.00
H -1.7789 4.4695 -0.6287 -0.01 0.01 0.02 0.00
H -3.5025 4.1281 -0.8406 0.00 0.00 0.00 0.00
H -2.5272 4.6599 -2.2196 0.01 0.00 -0.01 0.00